(1)
This record from the OMol25 dataset describes a molecular structure, C3H11N5. The level of theory is ωB97M-V/def2-TZVPD.

Computed properties:
HOMO level   -6.9 eV
E_tot   -394.568875 Eh
HOMO-LUMO gap   8.0 eV
Energy above the lowest of the compared OMol25 structures with the same formula, charge and spin   306.6 kJ/mol
Net charge   0

XYZ file:
```
19
C3H11N5, DFT ωB97M-V/def2-TZVPD
H -0.88 -0.06 -1.99
H -1.23 -2.47 -0.72
C 0.30 -1.25 -0.28
H 0.63 1.85 1.29
N -1.49 1.72 -0.38
H 1.75 1.12 0.12
N -0.33 -0.71 0.82
H 1.40 -1.24 -0.34
H 1.04 2.69 -0.23
N -0.24 -2.37 -0.86
C 0.85 1.72 0.23
H 0.42 -1.70 2.43
N -0.04 0.20 -1.47
H 1.46 -0.59 1.83
H 0.12 -2.68 -1.75
H -2.30 1.21 -0.68
C -0.30 1.07 -0.48
N 0.47 -0.77 2.02
H -1.63 2.26 0.45
```

***

(2)
This record from the OMol25 dataset describes C2H4N2S in the gas phase. The level of theory is ωB97M-V/def2-TZVPD.

Computed properties:
HOMO level   -8.3 eV
SMILES   C=NNC=S
E_tot   -586.226200 Eh
HOMO-LUMO gap   8.7 eV
Energy above the lowest of the compared OMol25 structures with the same formula, charge and spin   179.0 kJ/mol
Net charge   0

XYZ file:
```
9
C2H4N2S, DFT ωB97M-V/def2-TZVPD
H 2.00 1.56 -0.12
H -2.01 -1.79 -0.16
N 0.30 0.57 0.03
C -1.59 -0.81 0.03
N -0.37 -0.63 -0.04
H -0.37 1.35 0.06
H -2.26 0.05 0.22
S 2.68 -0.78 0.03
C 1.63 0.49 -0.03
```